(1)
Formula: C46H91F18N10P4
Source: the Open Molecules 2025 dataset
Level of theory: ωB97M-V with the def2-TZVPD basis set

Output
HOMO-LUMO gap: 7.76 eV
DFT total energy: -5517.67176 Eh
strongest force on any atom: 3.622 eV/A
LUMO: -7.306 eV
E_HOMO: -15.06 eV

Structure (ORCA input):
```
! RIJCOSX wB97M-V def2-TZVPD def2/J DEFGRID3
* xyz 3 1
H 3.680 3.484 2.892
C 0.381 -5.503 4.725
F -0.844 -1.370 0.190
C -4.393 -3.311 4.318
C 2.761 -0.437 4.500
H -3.130 -0.024 5.079
H 1.152 1.499 -2.886
N -4.253 -2.743 3.013
F -3.387 5.037 -3.669
H 2.474 1.904 -0.876
H -5.833 -4.013 5.792
H -2.504 0.028 -6.014
F -1.384 5.116 -4.709
H -4.034 -2.637 5.100
H 2.164 0.210 1.334
H -3.200 -3.089 -3.554
N -4.526 2.384 -1.056
C 2.596 0.762 2.174
C 5.639 -2.256 1.140
H -0.342 -0.532 -4.133
H -4.426 1.985 -6.066
H -6.574 -2.817 4.781
F -1.720 6.754 -3.197
C 0.120 -4.104 -2.373
H -0.066 -4.403 6.508
P -1.840 5.110 -3.182
N -3.570 2.883 0.922
H -3.281 -3.446 -5.223
F -2.102 5.038 -1.595
C -2.080 0.097 4.823
H 3.518 5.574 -0.485
C 4.540 -0.448 -0.272
C -1.518 -5.538 -2.878
C -3.411 2.795 -0.435
C -0.587 0.270 -4.809
H -4.161 2.901 -3.059
F -1.402 -1.119 -1.901
H 0.179 3.312 -5.741
H 0.692 -5.231 3.713
C -0.747 -6.034 -1.855
H 4.231 5.565 3.588
H 1.774 2.728 -3.907
C -5.844 -3.627 4.774
H 0.732 -4.789 0.355
H 1.644 -6.283 -0.415
H -1.359 -2.050 6.507
N 0.233 -5.152 -1.515
H 3.296 -2.575 4.556
H 5.612 -1.504 1.928
H 6.481 -1.337 -0.736
H -0.861 -6.971 -1.331
C 0.345 -4.179 5.522
H 2.508 6.878 0.086
C 1.239 -5.274 -0.480
H -2.699 -1.909 -4.589
C 1.778 4.912 0.734
H -3.614 -4.070 4.394
F 2.028 -1.338 -5.335
C -3.878 -3.451 1.925
H 4.974 4.592 1.179
H 6.226 3.253 1.275
N -0.915 -4.333 -3.243
H -5.060 -0.817 3.297
H 2.917 0.495 5.045
C -0.820 -1.476 3.328
H 2.669 -1.975 6.070
C -5.438 2.175 -0.055
H -3.843 1.321 -7.588
N -0.370 -3.096 4.876
C 3.314 -0.332 3.062
N -1.516 1.895 -5.966
H 6.965 4.272 3.346
F -0.426 0.837 0.460
H -0.549 -2.694 -4.574
F -0.264 5.096 -2.690
H 3.671 -0.919 0.194
C -2.528 3.074 1.932
C 5.503 3.871 1.807
H 2.256 1.080 -4.312
F -0.945 1.332 -1.625
H 0.256 -3.357 2.849
H -4.520 2.923 -7.450
H -5.688 2.099 -2.655
C 6.209 4.823 2.782
H -2.026 0.748 3.950
H -0.527 -6.088 4.585
H -2.465 3.740 -6.500
H 6.818 5.597 2.315
H 0.835 5.387 1.012
H -6.339 -4.339 4.111
H 0.634 -3.153 -2.337
H -2.514 4.130 2.206
C 5.307 5.580 3.766
H -2.499 2.930 -1.002
F -1.814 3.454 -3.234
C -1.201 -3.557 -4.454
H -0.832 -0.840 2.453
C 1.443 1.689 -3.919
C -4.105 0.581 -2.860
H -1.015 -4.221 -5.297
H -2.619 2.332 2.717
C 1.580 3.441 0.350
C -4.550 -1.448 2.586
H 1.829 1.353 2.674
C -3.849 2.216 -6.963
C -0.346 2.411 -5.463
H 5.808 0.491 1.260
F -2.435 0.132 -0.389
H 1.959 5.901 -1.253
H 4.286 -0.094 -1.271
C -3.950 -3.044 -0.618
C -1.055 -2.076 5.472
N -4.018 -2.669 0.788
C 5.564 -1.589 -0.201
F 4.004 -0.990 -4.164
H 6.612 -2.747 1.174
C -4.365 -1.449 1.214
H 2.147 -4.701 -0.671
H 3.333 -1.214 2.423
F 0.639 -0.279 -1.173
H 1.349 -3.874 5.820
H 0.917 3.331 -0.510
H 2.270 4.950 1.710
F 3.768 -2.759 -5.630
H -1.961 2.736 -7.805
N 0.215 1.480 -4.691
P -0.902 -0.078 -0.775
C -4.613 2.105 -2.471
C -1.650 0.567 -5.637
H -4.587 -0.645 0.530
H -4.165 -4.111 -0.552
H -4.589 0.239 -3.773
H -6.421 1.885 -0.395
H 1.117 2.947 1.206
H 5.489 1.440 -0.141
H 5.605 6.627 3.772
H -5.229 2.426 2.176
H 4.887 2.264 3.185
H 5.178 -2.332 -0.904
C -4.869 2.417 1.160
P 3.637 1.780 1.206
C 2.481 5.859 -0.297
C 3.322 -1.722 5.235
F 2.111 -1.656 -3.058
H 4.865 -3.018 1.216
C 2.823 2.624 -0.136
N -1.312 -1.100 4.532
H -1.454 0.704 5.478
C -2.627 -2.991 -4.479
H 5.445 5.090 4.730
H -2.128 -6.102 -3.566
H -1.569 3.089 1.411
C -2.405 2.697 -6.809
H 1.153 -6.207 5.032
F 3.756 -3.191 -3.289
H -4.181 -0.151 -2.057
H -4.671 -2.498 -1.221
C -0.184 -2.690 3.573
H -3.785 -4.525 1.884
C 5.006 0.777 0.582
H -2.910 -2.873 -0.896
H 1.669 -0.450 4.427
H 3.487 3.360 -0.590
P 2.946 -2.245 -4.332
H 4.358 -1.550 5.520
H -3.029 0.615 -3.031
F 1.975 -3.525 -4.631
C 4.469 2.905 2.406
H 4.362 -0.042 3.160
*
```

(2)
Formula: C44H36N3O4PtS3
Source: the Open Molecules 2025 dataset
Level of theory: ωB97M-V with the def2-TZVPD basis set

Output
HOMO-LUMO gap (alpha / beta): 6.48 / 6.48 eV
DFT total energy: -3477.18606 Eh
energy relative to the best compared isomer or geometry (same formula, charge and spin): 0.268 eV
strongest force on any atom: 1.251 eV/A
LUMO (alpha / beta): -3.881 / -3.884 eV
E_HOMO (alpha / beta): -10.36 / -10.36 eV

Structure (ORCA input):
```
! RIJCOSX wB97M-V def2-TZVPD def2/J DEFGRID3
* xyz 1 1
C -3.660 -1.262 3.073
H 3.366 -1.003 -2.906
H -2.691 -0.132 1.531
O -0.761 -3.437 -0.385
C 0.179 -0.534 -5.476
C -3.204 -3.615 3.113
H -0.647 1.224 4.395
C 5.191 0.030 -2.409
H -5.397 -1.394 -1.860
C 1.501 0.876 -3.466
C -1.724 -0.071 -1.682
C 2.409 0.096 2.232
H -1.350 5.430 2.809
H -1.421 2.295 -3.013
H 2.189 2.107 -0.361
C -0.944 4.467 0.932
C -4.386 -1.013 -1.784
C -2.435 1.917 -3.021
C 4.039 -0.680 -2.122
C -4.791 -2.675 4.824
C -0.436 1.007 3.350
H 7.201 1.774 -2.648
H -3.168 3.566 -4.139
H -3.354 -4.594 3.550
C -2.124 -1.188 -0.993
C -2.731 0.688 -2.376
H -1.117 5.353 0.337
C 2.057 0.784 -4.763
H 0.608 -4.062 4.844
H -6.065 0.586 -3.118
C -5.052 0.966 -3.093
C 0.259 -2.258 3.924
C -1.079 4.511 2.309
C -0.881 3.355 3.039
C -4.062 0.215 -2.415
S -1.039 -2.083 0.104
C -2.825 -1.108 1.984
C -4.737 2.147 -3.699
H -1.007 3.372 4.114
H -4.171 -0.399 3.483
C -3.412 2.628 -3.657
C -3.860 -2.516 3.655
C 1.410 0.097 -5.750
C -0.367 2.143 1.043
C -2.176 -2.224 1.469
H -1.843 -4.329 1.588
H 3.009 1.266 -4.955
C 3.744 -0.979 -0.797
H -1.322 -0.956 -4.037
N -0.268 -1.087 4.133
H 8.142 0.516 -1.855
S 1.153 -2.814 2.511
N 0.145 -3.174 4.906
H -5.813 -2.846 4.481
S 2.319 -1.956 -0.456
H -3.697 -2.609 -0.564
C 3.111 -0.356 3.473
H 7.576 1.898 -0.924
H -4.507 -3.524 5.444
H -0.322 -1.089 -6.258
Pt 0.926 -0.907 1.329
H -5.499 2.716 -4.214
H -4.799 -1.781 5.447
N -0.201 -0.216 3.062
H 3.554 -1.339 3.309
O 2.625 1.128 1.667
H 2.376 -0.471 4.272
H 1.840 0.029 -6.740
C -3.449 -1.687 -1.074
C -0.315 0.378 -1.886
H -0.311 -2.908 5.761
C -0.385 -0.453 -4.234
C 1.671 1.616 -1.172
H -0.496 3.252 -0.778
H 3.864 0.379 3.750
C 2.181 1.568 -2.431
C -0.529 2.142 2.434
H 6.399 0.451 0.721
C 5.737 0.135 -0.076
C 4.595 -0.583 0.229
H 3.135 2.033 -2.648
C -0.593 3.285 0.298
C 7.308 1.208 -1.723
C 6.052 0.453 -1.396
H 5.431 0.260 -3.440
H 4.378 -0.832 1.257
O -0.062 0.956 0.392
C 0.426 1.001 -0.934
C -2.360 -3.480 2.017
O 1.481 -1.941 -1.670
C 0.258 0.261 -3.197
*
```

(3)
Formula: C5H8OS
Source: the Open Molecules 2025 dataset
Level of theory: ωB97M-V with the def2-TZVPD basis set

Output
HOMO-LUMO gap: 9.30 eV
DFT total energy: -668.55057 Eh
energy relative to the best compared isomer or geometry (same formula, charge and spin): 5.115 eV
strongest force on any atom: 7.666 eV/A
LUMO: 0.147 eV
E_HOMO: -9.16 eV

Structure (ORCA input):
```
! RIJCOSX wB97M-V def2-TZVPD def2/J DEFGRID3
* xyz 0 1
H 0.383 2.283 -1.999
C 0.640 -1.064 1.863
C -0.554 0.235 -0.011
C -0.934 0.491 -1.339
O 1.291 -1.795 2.723
C -2.455 1.067 -1.614
H -2.838 0.485 -2.396
S 1.159 -0.285 0.505
H 1.019 0.532 -2.241
H -2.353 2.265 -1.948
C 0.049 1.128 -2.271
H -0.747 1.502 -3.454
H -1.175 0.155 0.891
H -0.465 -0.567 2.134
H -3.174 1.130 -0.617
*
```

- Among the records above, which one has the lowest DFT total energy?
  C46H91F18N10P4

- strongest force on any atom of number 1 (C46H91F18N10P4)?
  3.622 eV/A

Please write out number 2 again, unchanged.
Formula: C44H36N3O4PtS3
Source: the Open Molecules 2025 dataset
Level of theory: ωB97M-V with the def2-TZVPD basis set

Output
HOMO-LUMO gap (alpha / beta): 6.48 / 6.48 eV
DFT total energy: -3477.18606 Eh
energy relative to the best compared isomer or geometry (same formula, charge and spin): 0.268 eV
strongest force on any atom: 1.251 eV/A
LUMO (alpha / beta): -3.881 / -3.884 eV
E_HOMO (alpha / beta): -10.36 / -10.36 eV

Structure (ORCA input):
```
! RIJCOSX wB97M-V def2-TZVPD def2/J DEFGRID3
* xyz 1 1
C -3.660 -1.262 3.073
H 3.366 -1.003 -2.906
H -2.691 -0.132 1.531
O -0.761 -3.437 -0.385
C 0.179 -0.534 -5.476
C -3.204 -3.615 3.113
H -0.647 1.224 4.395
C 5.191 0.030 -2.409
H -5.397 -1.394 -1.860
C 1.501 0.876 -3.466
C -1.724 -0.071 -1.682
C 2.409 0.096 2.232
H -1.350 5.430 2.809
H -1.421 2.295 -3.013
H 2.189 2.107 -0.361
C -0.944 4.467 0.932
C -4.386 -1.013 -1.784
C -2.435 1.917 -3.021
C 4.039 -0.680 -2.122
C -4.791 -2.675 4.824
C -0.436 1.007 3.350
H 7.201 1.774 -2.648
H -3.168 3.566 -4.139
H -3.354 -4.594 3.550
C -2.124 -1.188 -0.993
C -2.731 0.688 -2.376
H -1.117 5.353 0.337
C 2.057 0.784 -4.763
H 0.608 -4.062 4.844
H -6.065 0.586 -3.118
C -5.052 0.966 -3.093
C 0.259 -2.258 3.924
C -1.079 4.511 2.309
C -0.881 3.355 3.039
C -4.062 0.215 -2.415
S -1.039 -2.083 0.104
C -2.825 -1.108 1.984
C -4.737 2.147 -3.699
H -1.007 3.372 4.114
H -4.171 -0.399 3.483
C -3.412 2.628 -3.657
C -3.860 -2.516 3.655
C 1.410 0.097 -5.750
C -0.367 2.143 1.043
C -2.176 -2.224 1.469
H -1.843 -4.329 1.588
H 3.009 1.266 -4.955
C 3.744 -0.979 -0.797
H -1.322 -0.956 -4.037
N -0.268 -1.087 4.133
H 8.142 0.516 -1.855
S 1.153 -2.814 2.511
N 0.145 -3.174 4.906
H -5.813 -2.846 4.481
S 2.319 -1.956 -0.456
H -3.697 -2.609 -0.564
C 3.111 -0.356 3.473
H 7.576 1.898 -0.924
H -4.507 -3.524 5.444
H -0.322 -1.089 -6.258
Pt 0.926 -0.907 1.329
H -5.499 2.716 -4.214
H -4.799 -1.781 5.447
N -0.201 -0.216 3.062
H 3.554 -1.339 3.309
O 2.625 1.128 1.667
H 2.376 -0.471 4.272
H 1.840 0.029 -6.740
C -3.449 -1.687 -1.074
C -0.315 0.378 -1.886
H -0.311 -2.908 5.761
C -0.385 -0.453 -4.234
C 1.671 1.616 -1.172
H -0.496 3.252 -0.778
H 3.864 0.379 3.750
C 2.181 1.568 -2.431
C -0.529 2.142 2.434
H 6.399 0.451 0.721
C 5.737 0.135 -0.076
C 4.595 -0.583 0.229
H 3.135 2.033 -2.648
C -0.593 3.285 0.298
C 7.308 1.208 -1.723
C 6.052 0.453 -1.396
H 5.431 0.260 -3.440
H 4.378 -0.832 1.257
O -0.062 0.956 0.392
C 0.426 1.001 -0.934
C -2.360 -3.480 2.017
O 1.481 -1.941 -1.670
C 0.258 0.261 -3.197
*
```